# C4H10Si

C4H10Si in the gas phase at a distorted geometry (ωB97M-V/def2-TZVPD, the Open Molecules 2025 dataset).

Geometry as XYZ:
```
15
Properties=species:S:1:pos:R:3
C 1.505 -1.610 -0.670
C 0.845 -0.026 -0.820
C -0.124 0.549 -0.164
C -0.444 1.999 -0.198
Si -1.313 -0.419 1.040
H 2.402 -1.549 -1.344
H 1.731 -1.700 0.425
H 0.720 -2.351 -0.876
H 1.662 0.615 -1.352
H -0.888 2.394 0.793
H 0.426 2.629 -0.430
H -1.182 2.057 -1.020
H -1.368 -1.821 0.462
H -2.535 0.423 1.009
H -0.915 -0.099 2.369
```

The multiplicity is 1. Its HOMO energy is -9.4 eV. For the largest force on an atom, the calculation gives 4.97 eV Å⁻¹. The value obtained for the relative energy (zero: lowest compared OMol25 entry of this formula, charge and spin) is 0.818 eV.

---

# C12H15N2O3RuS

A molecular structure, C12H15N2O3RuS at a distorted geometry (ωB97M-V/def2-TZVPD, the Open Molecules 2025 dataset).

Geometry as XYZ:
```
34
Properties=species:S:1:pos:R:3
Ru -0.108 -0.565 1.519
O -3.453 -2.308 3.409
C -2.685 -1.654 2.732
O -1.632 -1.059 3.086
C -3.002 -1.484 1.229
C -4.236 -1.872 0.732
C -4.510 -1.674 -0.611
C -3.514 -1.125 -1.413
C -2.306 -0.771 -0.842
N -2.046 -0.940 0.460
H -4.948 -2.299 1.422
H -5.470 -1.940 -1.025
H -3.677 -0.970 -2.469
H -1.511 -0.339 -1.442
O 0.670 -0.090 -0.790
S 1.876 0.294 -1.589
C 3.130 0.934 -0.407
C 3.740 2.138 -1.092
C 2.559 2.971 -1.590
C 1.559 2.009 -2.223
H 3.842 0.146 -0.184
H 2.586 1.205 0.501
H 4.367 1.824 -1.932
H 4.361 2.702 -0.396
H 2.890 3.726 -2.304
H 2.097 3.485 -0.745
H 1.663 1.957 -3.303
H 0.528 2.240 -1.970
C 1.194 -2.324 1.739
H 1.087 -2.979 0.873
H 0.801 -2.805 2.641
H 2.240 -2.046 1.874
N 1.211 2.323 2.070
C 0.696 1.291 2.041
```

The multiplicity is 2. Its HOMO energy (spin up / spin down) is -9.1 / -9.1 eV. For the largest force on an atom, the calculation gives 2.96 eV Å⁻¹.